Density functional theory data (ωB97M-V with the def2-TZVPD basis set) for 2 unconnected molecules or ions with the total composition C7H11N4O3.

Element x y z (Å)
C: -2.08816 -1.18466 0.28772
C: 0.33318 3.73904 0.04270
H: 2.52084 0.64302 -3.58418
C: -0.10559 0.10297 0.02262
C: 0.13938 -2.28805 0.31992
H: -0.74420 3.61056 0.27987
H: 3.57020 -0.78367 2.44960
N: -0.60175 -1.02774 0.24879
H: 0.24302 3.81539 -1.01865
H: -0.54251 -3.00770 0.75902
C: 0.85708 2.30116 0.14718
N: 2.07638 0.15140 -2.82157
O: 2.78785 -0.87520 1.83914
H: 0.48586 -2.47977 -0.62425
H: 1.08003 4.36492 0.42205
H: -2.35685 -0.09837 0.15958
N: -0.07150 1.24639 -0.23784
C: 2.44684 -0.19704 -1.70755
O: 4.42093 -0.89991 0.22168
N: 3.24048 -0.72094 0.46203
H: -2.21928 -1.55202 1.34800
H: 0.91813 -2.15430 0.96185
O: 1.97107 1.97300 0.43834
H: -2.18730 -1.89322 -0.55121
C: 2.36795 -0.36187 -0.41636

Kohn-Sham gap (alpha / beta) = 8.2 / 8.2 eV
Charge = +1

Löwdin atomic charge list, values in e, 8 entries: 0.06 0.05 0.11 -0.11 0.03 0.11 0.15 -0.13

***

Density functional theory data (ωB97M-V with the def2-TZVPD basis set) for a gas-phase ion, C7H11N4S (charge +1).

Element x y z (Å)
H: 2.84956 1.85155 -0.16168
H: 2.31428 -0.44402 -1.46946
C: -3.07027 -1.30936 0.02676
N: -0.25483 0.72867 0.19798
H: 1.62045 1.77937 -1.48300
C: 0.07069 -0.62088 0.19375
N: 2.31835 -0.03112 -0.57838
N: -1.96993 -2.06648 -0.08709
C: 1.94914 1.40534 -0.48534
H: 1.97495 -0.55340 1.41908
H: -3.96524 -1.90449 0.14675
N: -1.22403 1.55759 -0.00326
S: -2.77247 1.48264 -0.35450
C: -3.51341 -0.04760 -0.07463
C: 0.87587 1.62424 0.61027
H: 3.38799 -0.19232 -0.45235
H: 1.17688 1.27814 1.57874
H: 0.52933 2.59525 0.49041
H: -0.32682 -2.75516 -0.24023
C: -0.65256 -1.78303 0.07452
H: -4.61473 0.07644 -0.05399
H: 1.75406 -1.84926 0.26828
C: 1.54272 -0.82210 0.43738

Kohn-Sham gap = 8.1 eV
Charge = +1

Löwdin atomic charge list, values in e, 8 entries: 0.12 0.16 -0.26 -0.13 0.16 -0.17 0.06 0.04

***

Density functional theory data (ωB97M-V with the def2-TZVPD basis set) for a gas-phase ion, C7H11N6 (charge +1).

Element x y z (Å)
H: -0.02511 -1.73730 -2.66050
C: 0.03456 3.83036 -0.72338
C: -0.54319 -1.82911 -1.68730
H: -0.73245 -2.76123 3.18469
C: -0.01326 1.32405 -0.01618
H: 1.01254 3.09054 -2.52374
H: 1.15194 -2.96714 -0.00096
N: -0.35782 -0.24837 0.07799
H: 0.89421 -2.37170 3.44681
H: -1.50269 3.99435 0.81601
C: 0.61698 2.90333 -1.58020
C: 0.12307 -1.74925 1.56925
H: 0.05059 4.86220 -0.86342
H: 1.24298 0.96077 -1.62349
H: -1.43523 -1.31679 -1.61389
N: 0.30342 -1.16508 -0.69421
N: 0.78087 -2.12877 0.35919
C: -0.79721 3.41361 0.28333
H: -0.88621 -2.92221 -1.57072
H: 0.60595 -3.56778 2.25551
C: 0.18868 -2.69975 2.72875
N: -0.83288 2.12411 0.58192
N: 0.63610 1.63185 -1.14881
N: -0.51585 -0.67072 1.40334

Kohn-Sham gap = 6.8 eV
Charge = +1
SMILES = CC1=N/[N+](=c2\nccc[nH]2)N(C)N1

Löwdin atomic charge list, values in e, 8 entries: 0.09 0.01 -0.05 0.07 -0.16 0.13 0.12 -0.07

***

Calculated total energy? In order: -717.53240; -890.11822; -601.47492 hartree.